# 1
33
Properties=species:S:1:pos:R:3:forces:R:3:mulliken_charge:R:1 method="wB97M-V/def2-TZVPD" charge=+1 total_energy_ha=-1390.4232 lumo_ev=-9.761
Tl 2.422 0.353 1.239 -0.555 0.088 -0.525 0.8839
S 1.671 -1.408 4.251 0.124 -0.265 0.837 1.3176
O 2.650 -0.330 4.103 0.805 0.238 -0.294 -0.4304
O 0.592 -0.970 5.123 -0.009 -0.609 0.159 -0.3663
O 1.144 -1.707 2.946 -0.853 -0.113 -1.531 -0.3462
O 2.392 -2.585 4.745 -0.140 0.497 0.757 -0.3243
C -4.035 0.331 -0.812 -0.814 0.707 0.121 -0.7748
O -2.891 -0.423 -1.079 0.301 -0.425 0.140 -0.3569
C -2.218 -0.742 0.142 -0.393 0.542 -0.951 -0.6228
C -0.941 -1.443 -0.238 -0.463 -0.447 -0.735 -0.9509
N 0.204 -0.629 -0.673 1.132 0.009 0.906 -0.0734
C -0.030 0.511 -1.542 -0.035 0.219 -1.573 -0.5181
C 1.174 0.833 -2.453 0.085 0.427 0.944 -0.9736
O 2.336 1.015 -1.673 -0.461 -0.418 1.489 -0.1678
C 3.449 1.401 -2.403 0.694 0.223 -1.068 -0.8182
H -4.786 -0.195 -0.223 0.070 -0.382 0.200 0.3115
H -4.552 0.646 -1.718 0.436 -0.170 -0.216 0.2694
H -3.766 1.226 -0.251 0.000 0.285 0.079 0.3191
H -2.880 -1.347 0.761 0.146 -0.342 0.102 0.5853
H -2.072 0.204 0.664 0.387 0.125 0.315 0.2669
H -1.131 -2.013 -1.147 -0.874 -0.304 -0.081 0.4583
H -0.692 -2.242 0.460 0.561 0.489 0.463 0.5077
H 0.672 -1.274 -1.294 0.822 -0.156 0.253 0.2173
H -0.407 1.413 -1.061 -0.015 -0.279 0.288 0.3213
H -0.737 0.156 -2.293 -0.787 0.475 0.016 0.3928
H 1.055 1.778 -2.982 -0.710 -0.023 -0.221 0.4964
H 1.302 0.049 -3.200 0.219 -0.289 -0.043 0.4518
H 3.267 2.277 -3.027 -0.290 0.307 0.046 0.3098
H 3.702 0.608 -3.107 0.483 -0.168 0.057 0.3409
H 4.275 1.663 -1.743 -0.073 -0.343 0.057 0.2440
O -0.222 1.008 2.480 0.463 0.085 -0.386 -0.5755
H -0.947 0.419 2.688 -0.234 -0.264 0.038 0.3093
H 0.001 1.418 3.316 -0.022 0.282 0.357 0.2959

# 2
16
Properties=species:S:1:pos:R:3:forces:R:3:mulliken_charge:R:1 method="wB97M-V/def2-TZVPD" charge=0 total_energy_ha=-362.9617 de_lowest_kj_mol=325.2 lumo_ev=0.654
C -0.102 -0.881 -1.083 -0.619 2.399 0.707 -0.6276
C 1.842 -0.356 0.044 -2.652 2.432 -0.119 -0.2040
C -1.684 0.010 0.794 0.277 0.536 0.173 -1.3905
C -0.823 0.482 -0.368 0.135 -2.902 -1.801 1.0026
N 0.751 0.982 0.470 2.185 -2.572 -0.020 -0.5645
O 0.952 -1.320 -0.275 0.521 -1.127 0.755 -0.3572
O -1.210 1.325 -1.172 -0.023 0.732 0.145 -0.7498
H 0.664 1.003 1.477 0.076 0.179 0.115 0.2816
H 1.075 1.869 0.112 0.024 0.107 -0.094 0.2834
H -0.821 -1.691 -1.172 0.073 0.048 -0.095 0.3611
H 0.269 -0.509 -2.043 -0.123 -0.169 -0.121 0.3108
H 2.334 0.073 -0.832 0.288 0.003 0.194 0.3146
H 2.478 -0.688 0.864 -0.091 0.396 -0.066 0.2863
H -2.584 -0.449 0.393 -0.005 -0.021 -0.140 0.3339
H -1.157 -0.718 1.404 0.020 -0.081 0.159 0.3790
H -1.985 0.869 1.388 -0.084 0.039 0.208 0.3403

# 3
109
Properties=species:S:1:pos:R:3:forces:R:3:mulliken_charge:R:1 method="wB97M-V/def2-TZVPD" charge=+1 total_energy_ha=-8626.5450 de_lowest_kj_mol=123.1 lumo_ev=-3.738
Cu -0.926 0.461 -1.043 -0.053 -0.334 0.545 -0.3906
C -2.939 0.306 1.525 0.065 -0.124 0.118 -0.2937
O -2.722 -0.202 0.205 -0.261 0.051 -0.326 0.3572
C -3.844 -0.344 -0.583 -0.047 0.064 0.074 0.1705
C -5.138 -0.247 -0.088 -0.053 -0.021 0.021 -1.1077
C -6.222 -0.370 -0.946 0.015 0.058 -0.042 -0.7809
C -6.027 -0.591 -2.299 0.005 -0.021 -0.010 -0.9186
C -4.738 -0.703 -2.791 0.033 -0.018 0.013 -0.4628
C -3.650 -0.580 -1.942 -0.013 -0.073 -0.156 0.2869
N -2.300 -0.760 -2.437 -0.039 0.337 0.194 2.2776
N -2.156 -0.275 -3.696 -0.040 -0.281 -0.193 -0.9561
C -0.997 -0.326 -4.281 -0.018 -0.043 0.127 -0.1285
C 0.288 -0.330 -3.535 0.056 0.112 -0.206 0.6790
O 0.341 -0.393 -2.296 0.190 -0.144 -0.170 1.0827
C 1.497 -0.086 -4.294 0.070 -0.110 0.067 -1.2497
C 1.476 0.046 -5.628 -0.089 -0.004 -0.117 -0.8477
C 0.252 -0.009 -6.403 0.010 -0.059 0.049 0.7601
C 0.284 0.053 -7.797 0.069 0.032 -0.024 -0.9201
C -0.881 -0.031 -8.531 -0.057 0.012 -0.011 -0.5550
C -2.100 -0.184 -7.876 0.048 0.032 -0.020 -0.7900
C -2.146 -0.259 -6.497 -0.029 0.052 0.060 -0.3451
C -0.976 -0.163 -5.744 0.014 0.087 0.016 0.6064
H -3.557 -0.381 2.102 0.009 -0.026 -0.019 0.4727
H -3.395 1.296 1.482 -0.018 0.003 -0.020 0.5220
H -1.959 0.366 1.984 0.017 0.031 -0.031 -0.5182
H -5.317 -0.079 0.963 0.018 0.047 -0.010 0.4753
H -7.223 -0.273 -0.549 0.011 -0.047 0.014 0.4538
H -6.871 -0.686 -2.969 0.003 0.016 0.009 0.4167
H -4.552 -0.878 -3.841 -0.037 -0.002 0.001 0.4872
H 2.418 -0.051 -3.727 -0.023 0.005 0.026 0.5305
H 2.406 0.193 -6.166 -0.015 0.008 -0.006 0.4024
H 1.238 0.159 -8.300 -0.003 0.016 0.017 0.4189
H -0.849 0.019 -9.611 0.011 -0.013 0.007 0.4074
H -3.014 -0.258 -8.451 -0.008 0.012 0.018 0.4262
H -3.089 -0.392 -5.986 0.004 -0.031 -0.026 0.4002
C 0.210 5.519 1.456 0.098 -0.044 0.053 -1.6307
C 0.782 4.638 2.584 -0.101 0.111 -0.042 2.4306
C -0.393 4.299 3.516 0.100 -0.010 -0.048 -1.8748
C 1.824 5.462 3.368 0.034 -0.072 -0.034 -1.7419
Si 1.626 3.055 1.955 -0.815 -0.432 -0.783 -1.6495
Br -0.195 2.307 0.263 0.569 0.743 0.740 0.2217
C 1.706 1.610 3.189 0.041 -0.063 0.134 3.0262
C 2.570 0.457 2.661 0.007 0.055 0.014 -1.8093
C 0.322 1.019 3.493 0.025 0.093 0.017 -1.1910
C 2.336 2.116 4.503 0.019 0.075 -0.094 -1.9046
C 3.091 3.250 0.767 0.127 0.021 -0.069 2.7562
C 2.889 4.465 -0.151 -0.017 -0.030 0.088 -2.1138
C 3.299 2.022 -0.139 -0.026 0.047 0.061 -2.1223
C 4.367 3.477 1.604 -0.096 -0.015 0.047 -1.6245
H -0.375 6.322 1.912 0.015 -0.004 0.000 0.5583
H -0.445 4.954 0.795 -0.050 0.092 0.016 0.2454
H 0.987 5.983 0.855 -0.026 0.009 -0.014 0.3329
H -0.857 5.234 3.844 -0.002 -0.007 -0.015 0.6469
H -0.079 3.762 4.410 -0.043 -0.002 0.005 0.3609
H -1.151 3.712 2.993 -0.024 0.009 0.058 0.2564
H 1.329 6.342 3.789 0.018 -0.002 0.004 0.5397
H 2.632 5.815 2.725 -0.026 0.025 0.011 0.3215
H 2.268 4.904 4.195 -0.013 0.047 0.008 0.2913
H 2.166 0.059 1.729 0.030 -0.005 -0.009 -0.0608
H 2.566 -0.351 3.401 -0.012 0.013 0.002 0.6474
H 3.608 0.748 2.504 -0.003 -0.046 -0.003 0.4220
H -0.119 0.619 2.583 0.026 -0.043 0.028 -0.7866
H -0.366 1.743 3.923 -0.015 -0.043 0.026 0.4047
H 0.438 0.194 4.204 0.003 0.025 0.010 0.5418
H 3.329 2.549 4.348 -0.006 -0.029 0.035 0.3841
H 2.445 1.270 5.187 0.018 0.008 -0.004 0.5294
H 1.716 2.862 5.001 0.016 -0.023 0.019 0.3845
H 1.955 4.396 -0.711 0.032 0.033 -0.028 0.3629
H 3.714 4.505 -0.867 -0.008 -0.003 0.002 0.6006
H 2.896 5.401 0.407 0.009 0.006 -0.033 0.3997
H 2.396 1.776 -0.699 0.049 -0.022 -0.024 0.2271
H 3.612 1.143 0.418 0.004 -0.015 -0.040 0.3037
H 4.090 2.256 -0.857 0.003 0.005 0.018 0.6174
H 4.295 4.370 2.228 0.042 -0.007 -0.020 0.3444
H 5.214 3.612 0.926 0.008 0.006 0.021 0.4915
H 4.594 2.630 2.254 0.034 0.010 -0.030 0.3288
C -1.818 -2.143 -2.205 0.022 -0.031 -0.221 -1.1545
Ge -0.029 -1.679 0.802 0.071 -0.278 -0.144 0.5638
C 1.242 -2.715 -0.300 0.069 0.050 0.016 0.7579
C 0.913 -3.892 -0.978 -0.053 -0.050 0.070 -0.6296
C 1.783 -4.454 -1.902 0.018 0.025 -0.039 -0.8083
C 3.020 -3.866 -2.138 -0.022 0.021 0.052 -0.5644
C 3.382 -2.715 -1.449 -0.010 0.000 0.014 -0.6172
C 2.490 -2.139 -0.556 -0.010 -0.013 -0.059 0.0807
C -1.162 -3.161 1.505 -0.059 0.094 0.110 -0.1414
C -2.442 -3.440 1.097 -0.029 0.004 -0.007 0.5245
C -3.225 -4.434 1.732 0.046 -0.009 -0.022 -1.1629
C -2.727 -5.128 2.793 0.031 -0.015 -0.012 -0.9262
C -1.420 -4.860 3.275 -0.001 -0.028 0.011 0.9640
C -0.879 -5.550 4.390 -0.035 0.010 -0.030 -0.8389
C 0.367 -5.253 4.860 0.020 0.007 -0.006 -0.6006
C 1.147 -4.258 4.229 0.000 -0.017 0.060 -1.2564
C 0.658 -3.600 3.140 -0.154 0.066 -0.059 -0.5221
C -0.640 -3.872 2.629 0.106 -0.028 -0.012 0.5636
H -2.668 -2.825 -2.263 -0.028 0.017 0.052 0.4281
H -1.091 -2.415 -2.963 0.063 0.032 0.034 0.3838
H -1.344 -2.242 -1.236 -0.026 -0.001 0.040 -0.4599
H -0.042 -4.374 -0.788 0.017 -0.006 0.025 0.4324
H 1.500 -5.351 -2.439 0.009 -0.015 0.033 0.4303
H 3.704 -4.307 -2.852 -0.008 -0.008 0.003 0.4061
H 4.351 -2.262 -1.619 -0.003 -0.009 -0.001 0.4635
H 2.770 -1.218 -0.053 -0.008 0.034 -0.047 0.1728
H -2.891 -2.902 0.270 -0.013 0.028 0.014 0.2486
H -4.223 -4.639 1.365 -0.003 0.009 0.012 0.4705
H -3.320 -5.890 3.285 0.006 0.011 0.001 0.3870
H -1.477 -6.319 4.863 -0.002 0.024 0.018 0.4081
H 0.764 -5.779 5.719 0.003 -0.005 -0.013 0.4048
H 2.130 -4.027 4.617 0.011 -0.005 -0.035 0.4420
H 1.271 -2.842 2.652 0.075 -0.052 0.023 0.3129

Number 1: HOMO energy -12.788 eV. Number 2: HOMO energy -8.019 eV. Number 3: HOMO energy -9.953 eV.